No. 1
This record from OMol25 describes C33H52BInN8O5SSe2SiTe2 as an isolated structure at a distorted geometry. The level of theory is wB97M-V/def2-TZVPD.

Last column: Löwdin charge in e.
Atoms and positions in Å:
In  1.756  1.362  0.074  0.554
C  1.070  -2.061  2.802  -0.075
C  1.242  -0.711  2.497  -0.171
N  2.114  -0.550  1.502  0.012
N  2.496  -1.813  1.123  0.012
C  1.878  -2.715  1.903  -0.088
B  3.677  -2.228  0.206  -0.524
N  3.568  -1.732  -1.250  -0.031
C  3.505  -2.552  -2.317  -0.115
C  3.698  -1.805  -3.457  -0.096
C  3.860  -0.494  -2.979  -0.168
N  3.782  -0.473  -1.655  0.052
N  4.985  -1.781  0.894  -0.050
C  6.040  -2.585  1.164  -0.121
C  7.009  -1.828  1.780  -0.101
C  6.438  -0.542  1.848  -0.169
N  5.224  -0.534  1.319  0.066
H  0.432  -2.490  3.556  0.089
H  0.787  0.152  2.954  0.065
H  2.054  -3.769  1.762  0.113
H  3.716  -3.432  0.143  0.110
H  3.331  -3.605  -2.194  0.101
H  3.715  -2.146  -4.479  0.083
H  4.048  0.418  -3.526  0.104
H  6.023  -3.631  0.895  0.101
H  7.978  -2.142  2.134  0.070
H  6.857  0.367  2.251  0.091
Se  4.700  3.383  2.010  -0.404
Te  5.357  5.780  2.349  -0.146
Te  4.543  4.289  -1.515  0.002
Se  4.160  2.423  0.053  -0.332
C  -2.458  1.598  4.926  -0.073
C  -1.832  2.970  4.684  -0.223
N  -0.445  2.860  4.249  -0.140
C  0.554  2.786  5.308  -0.266
C  1.097  4.161  5.688  -0.077
C  -0.137  2.772  2.921  -0.680
S  1.518  2.656  2.502  0.668
N  -1.207  2.822  2.115  0.100
C  -1.146  2.856  0.780  -0.450
O  -0.158  2.867  0.016  -0.068
C  -2.514  2.924  0.151  -0.139
C  -2.782  2.119  -0.947  -0.048
C  -4.034  2.148  -1.545  -0.074
C  -5.025  2.982  -1.046  -0.106
C  -4.757  3.795  0.050  -0.099
C  -3.506  3.759  0.652  -0.033
H  -3.501  1.703  5.238  0.068
H  -1.911  1.052  5.698  0.064
H  -2.423  1.020  4.001  0.057
H  -1.851  3.563  5.602  0.110
H  -2.391  3.482  3.908  0.096
H  1.380  2.166  4.972  0.076
H  0.086  2.302  6.170  0.108
H  1.627  4.597  4.841  0.069
H  1.804  4.066  6.515  0.072
H  0.286  4.832  5.984  0.065
H  -2.022  1.435  -1.290  0.079
H  -4.236  1.507  -2.396  0.105
H  -6.008  2.994  -1.503  0.090
H  -5.528  4.448  0.441  0.090
H  -3.285  4.389  1.504  0.105
C  -2.204  -2.295  1.018  -0.019
C  -3.019  -1.241  0.283  -0.626
C  -4.356  -1.835  -0.167  -0.030
C  -3.277  -0.073  1.236  -0.019
O  -2.371  -0.756  -0.884  -0.111
Si  -0.828  -0.844  -1.506  0.046
O  0.275  -0.055  -0.703  -0.272
O  -1.218  -0.296  -3.023  -0.104
C  -0.610  0.570  -3.976  -0.631
C  0.587  -0.126  -4.618  -0.026
C  -0.154  1.894  -3.364  -0.014
C  -1.678  0.843  -5.036  -0.031
O  -0.412  -2.450  -1.632  -0.095
C  -0.835  -3.483  -2.512  -0.632
C  0.265  -3.753  -3.538  -0.025
C  -1.016  -4.754  -1.671  -0.040
C  -2.139  -3.171  -3.251  -0.028
H  -2.803  -2.757  1.807  0.091
H  -1.326  -1.831  1.457  0.071
H  -1.855  -3.059  0.327  0.061
H  -4.996  -2.059  0.691  0.080
H  -4.197  -2.759  -0.728  0.069
H  -4.862  -1.114  -0.812  0.084
H  -3.721  -0.433  2.168  0.086
H  -3.943  0.661  0.777  0.078
H  -2.332  0.428  1.460  0.080
H  1.274  -0.442  -3.833  0.068
H  1.110  0.548  -5.300  0.090
H  0.259  -1.006  -5.178  0.077
H  0.524  1.698  -2.533  0.054
H  -1.003  2.454  -2.976  0.080
H  0.366  2.500  -4.107  0.095
H  -1.987  -0.094  -5.505  0.077
H  -1.291  1.516  -5.804  0.084
H  -2.549  1.303  -4.563  0.076
H  1.115  -4.227  -3.054  0.071
H  0.599  -2.811  -3.972  0.062
H  -0.099  -4.410  -4.333  0.083
H  -0.182  -4.832  -0.971  0.087
H  -1.027  -5.636  -2.316  0.079
H  -1.947  -4.724  -1.100  0.071
H  -1.990  -2.357  -3.959  0.074
H  -2.914  -2.861  -2.548  0.070
H  -2.472  -4.062  -3.790  0.084

Properties
HOMO-LUMO gap: 5.00 eV
E_HOMO: -1.169 eV
Net charge: -2


No. 2
This record from OMol25 describes a 2-piece molecular cluster, C2H7O overall. The level of theory is wB97M-V/def2-TZVPD.

Last column: Löwdin charge in e.
Atoms and positions in Å:
O  0.646  -2.600  0.216  -0.649
H  1.357  -2.157  -0.243  -0.223
C  -0.208  0.513  0.766  -0.192
C  -0.309  0.697  -0.748  -0.191
H  -1.104  0.853  1.288  0.045
H  -0.022  -0.548  0.967  0.024
H  0.654  1.043  1.181  0.047
H  -0.763  -0.182  -1.167  0.047
H  0.675  0.838  -1.190  0.052
H  -0.926  1.543  -1.070  0.042

Properties
HOMO-LUMO gap: 6.56 eV
E_HOMO: -2.105 eV
Net charge: -1


No. 3
This record from OMol25 describes C28H22BCl3N9O4PSiW as an isolated structure at a distorted geometry. The level of theory is wB97M-V/def2-TZVPD.

Last column: Löwdin charge in e.
Atoms and positions in Å:
W  -0.190  -0.264  -0.015  1.504
O  -0.862  1.000  1.807  0.065
C  -0.448  1.642  0.882  -0.372
C  -0.548  3.062  0.610  -0.205
C  -0.618  4.025  1.613  0.012
C  -0.787  5.343  1.237  -0.047
C  -0.915  5.676  -0.112  -0.044
C  -0.856  4.704  -1.099  -0.047
C  -0.638  3.381  -0.737  -0.281
P  -0.422  1.970  -1.891  1.112
C  -1.679  2.365  -3.142  -0.389
C  -1.376  3.112  -4.274  -0.093
C  -2.388  3.459  -5.162  -0.070
C  -3.695  3.061  -4.921  -0.073
C  -3.996  2.306  -3.793  -0.063
C  -2.990  1.954  -2.908  -0.093
C  1.215  2.286  -2.588  -0.336
C  2.228  2.917  -1.736  -0.073
C  3.506  2.538  -1.783  -0.010
C  3.892  1.317  -2.508  -0.042
C  2.902  0.852  -3.608  -0.217
C  1.598  1.507  -3.621  -0.041
H  -0.533  3.736  2.653  0.132
H  -0.829  6.116  1.993  0.112
H  -1.061  6.712  -0.394  0.112
H  -0.966  4.976  -2.142  0.114
H  -0.355  3.421  -4.464  0.103
H  -2.151  4.041  -6.044  0.106
H  -4.480  3.333  -5.615  0.106
H  -5.014  1.984  -3.609  0.109
H  -3.219  1.347  -2.040  0.090
H  1.932  3.755  -1.117  0.108
H  4.278  3.103  -1.276  0.118
H  4.944  1.141  -2.681  0.151
H  2.699  -0.741  -4.991  0.136
H  0.877  1.143  -4.347  0.084
N  1.110  -1.593  3.126  0.175
C  1.678  -0.456  2.606  -0.442
N  2.474  0.355  3.263  0.068
N  2.741  1.352  2.392  -0.034
N  2.129  1.167  1.282  -0.021
N  1.455  -0.024  1.368  -0.136
C  -0.045  -2.096  2.580  -0.440
N  -0.865  -2.915  3.176  0.071
N  -1.853  -3.141  2.263  -0.026
N  -1.627  -2.507  1.184  -0.061
N  -0.458  -1.809  1.339  -0.121
H  1.274  -1.782  4.101  0.154
Cl  -0.956  -0.757  -3.816  0.287
Si  -0.902  -1.805  -1.982  -0.580
Cl  -2.808  -2.565  -1.884  0.308
Cl  0.261  -3.429  -2.519  0.307
C  -3.407  -0.183  0.242  -0.167
O  -2.075  -0.047  -0.201  -0.564
H  -3.463  -0.998  0.960  0.073
H  -4.065  -0.412  -0.594  0.053
H  -3.717  0.747  0.722  0.091
O  2.629  -1.992  -1.371  0.117
B  1.739  -1.078  -0.874  -0.703
O  2.006  0.184  -1.364  -0.007
C  3.063  0.096  -2.290  -0.230
C  3.374  0.112  -4.855  -0.095
C  4.794  -0.387  -4.813  -0.093
C  5.219  -1.346  -3.989  -0.092
C  4.392  -1.985  -2.963  0.011
C  3.465  -1.338  -2.267  -0.137
H  3.245  0.772  -5.713  0.120
H  5.495  0.042  -5.521  0.104
H  6.240  -1.704  -4.083  0.105
H  4.543  -3.036  -2.741  0.128

Properties
HOMO-LUMO gap: 6.73 eV
E_HOMO: -8.333 eV
Net charge: 0


No. 4
This record from OMol25 describes a 11-piece molecular cluster, C24H61F5N20O13 overall at a distorted geometry. The level of theory is wB97M-V/def2-TZVPD.

Last column: Löwdin charge in e.
Atoms and positions in Å:
C  2.317  2.611  1.368  -0.012
C  3.338  1.950  0.771  -0.130
C  3.254  1.493  -0.691  -0.100
C  2.429  0.166  -0.888  -0.403
C  2.892  -0.455  -2.228  -0.100
C  2.190  -1.775  -2.630  -0.227
O  3.059  -2.526  -3.485  -0.061
C  0.938  0.636  -1.099  -0.092
C  -0.057  0.122  -0.036  -0.157
C  -0.605  -1.261  -0.464  -0.056
C  -1.487  -1.925  0.600  -0.441
F  -2.072  -0.965  1.330  0.114
F  -2.469  -2.610  -0.037  0.108
C  -0.699  -2.921  1.461  -0.623
F  0.472  -2.465  1.798  0.212
F  -0.538  -4.068  0.837  0.188
F  -1.334  -3.186  2.588  0.191
O  2.508  -0.713  0.239  0.024
C  3.625  -1.515  0.285  -0.470
O  3.451  -2.668  0.371  0.146
C  5.049  -0.974  0.297  -0.132
C  6.062  -2.092  0.616  -0.071
H  1.338  2.125  1.431  0.040
H  2.390  3.615  1.785  0.044
H  4.252  1.738  1.326  0.065
H  2.848  2.306  -1.288  0.107
H  4.296  1.345  -0.995  0.104
H  3.978  -0.563  -2.286  0.111
H  2.640  0.284  -3.000  0.134
H  2.062  -2.395  -1.731  0.100
H  1.213  -1.638  -3.093  0.119
H  3.883  -2.622  -2.993  0.082
H  0.624  0.328  -2.102  0.111
H  0.875  1.725  -1.096  0.109
H  -0.905  0.817  -0.052  0.122
H  0.335  0.139  0.981  0.100
H  0.228  -1.931  -0.690  0.111
H  -1.209  -1.093  -1.359  0.136
H  5.123  -0.149  1.009  0.096
H  5.354  -0.565  -0.670  0.111
H  5.989  -2.368  1.668  0.083
H  5.868  -2.942  -0.040  0.073
H  7.071  -1.749  0.374  0.075
N  -5.831  -1.255  -1.146  0.150
C  -5.759  -1.642  -2.453  -0.687
N  -4.614  -2.313  -2.791  0.152
O  -6.641  -1.407  -3.255  0.033
H  -5.112  -1.440  -0.472  0.082
H  -6.658  -0.763  -0.856  0.103
H  -4.525  -2.614  -3.744  0.101
H  -3.877  -2.517  -2.143  0.069
N  0.760  -7.075  -0.366  0.160
C  2.070  -7.330  -0.099  -0.672
N  2.736  -6.282  0.454  0.171
O  2.595  -8.409  -0.335  0.010
H  0.319  -6.195  -0.176  0.076
H  0.214  -7.813  -0.773  0.106
H  3.706  -6.414  0.679  0.077
H  2.309  -5.393  0.645  0.087
N  -5.497  0.377  4.551  0.166
C  -5.455  0.014  3.243  -0.678
N  -4.315  -0.636  2.870  0.157
O  -6.356  0.246  2.453  0.017
H  -4.754  0.187  5.203  0.081
H  -6.319  0.857  4.870  0.106
H  -4.245  -0.918  1.912  0.068
H  -3.559  -0.839  3.497  0.073
N  -6.010  3.642  -1.863  0.162
C  -5.880  2.980  -0.682  -0.679
N  -5.795  1.623  -0.795  0.157
O  -5.841  3.555  0.398  -0.001
H  -6.042  3.187  -2.760  0.051
H  -6.075  4.643  -1.821  0.101
H  -5.702  1.095  0.055  0.067
H  -5.821  1.136  -1.671  0.078
N  -0.807  0.390  4.252  0.167
C  -1.253  0.502  5.536  -0.675
N  -0.531  1.347  6.323  0.153
O  -2.227  -0.106  5.955  0.016
H  -0.013  0.886  3.894  0.093
H  -1.311  -0.226  3.641  0.071
H  -0.831  1.455  7.275  0.106
H  0.271  1.857  6.004  0.095
N  6.798  -9.505  0.783  0.146
C  6.770  -8.201  0.380  -0.689
N  5.564  -7.776  -0.095  0.149
O  7.748  -7.475  0.441  0.014
H  6.005  -10.117  0.740  0.094
H  7.668  -9.856  1.138  0.100
H  5.507  -6.823  -0.403  0.095
H  4.742  -8.360  -0.154  0.063
N  -3.539  3.012  -5.944  0.150
C  -4.896  3.060  -5.808  -0.670
N  -5.584  3.319  -6.955  0.155
O  -5.452  2.883  -4.739  0.020
H  -3.061  3.153  -6.814  0.093
H  -3.003  2.822  -5.117  0.103
H  -6.585  3.360  -6.889  0.108
H  -5.148  3.467  -7.845  0.094
N  8.355  2.081  1.356  0.156
C  7.188  2.609  0.886  -0.647
N  7.290  3.828  0.295  0.172
O  6.115  2.030  0.984  -0.002
H  9.242  2.541  1.283  0.094
H  8.307  1.181  1.797  0.102
H  6.440  4.239  -0.065  0.067
H  8.153  4.328  0.198  0.097
N  2.554  5.570  -0.854  0.164
C  3.674  5.383  -1.609  -0.673
N  3.562  5.762  -2.916  0.154
O  4.703  4.910  -1.152  0.018
H  1.699  5.957  -1.206  0.098
H  2.607  5.299  0.111  0.088
H  4.369  5.638  -3.500  0.105
H  2.729  6.153  -3.312  0.094
N  -8.098  6.101  3.674  0.140
C  -9.029  5.949  2.683  -0.698
N  -8.621  5.190  1.630  0.159
O  -10.137  6.456  2.745  0.010
H  -7.183  5.693  3.643  0.090
H  -8.361  6.654  4.468  0.096
H  -9.276  5.054  0.883  0.102
H  -7.710  4.765  1.564  0.072

Properties
HOMO-LUMO gap: 7.95 eV
E_HOMO: -8.185 eV
SMILES: C=CC[C@](CCO)(CCCC(F)(F)C(F)(F)F)OC(=O)CC.NC(N)=O.NC(N)=O.NC(N)=O.NC(N)=O.NC(N)=O.NC(N)=O.NC(N)=O.NC(N)=O.NC(N)=O.NC(N)=O
Net charge: 0